Computed, not measured: 2 unconnected molecules or ions with the total composition C20H32N2O5 at a distorted geometry, with ωB97M-V with the def2-TZVPD basis set.

CARTESIAN COORDINATES (ANGSTROEM)
C (-1.620478, -0.810055, -8.872019)
N (-0.898554, -0.811304, -7.601697)
C (-1.323649, -1.416518, -6.488126)
O (-2.393458, -2.017982, -6.452385)
C (-0.442041, -1.400429, -5.217898)
C (-1.004933, -0.416172, -4.169749)
C (-0.325041, -0.438716, -2.786382)
C (-0.932710, 0.647594, -1.898946)
C (-0.494474, -1.784144, -2.075225)
N (1.010980, -1.186035, -5.396852)
C (1.629928, -0.131844, -5.933477)
C (3.138821, -0.167391, -5.920505)
O (1.051604, 0.827973, -6.422094)
H (-2.539667, -0.229504, -8.773216)
H (-1.000004, -0.373629, -9.655660)
H (-1.882803, -1.834209, -9.144309)
H (-0.062080, -0.244568, -7.521179)
H (-0.560248, -2.402182, -4.805265)
H (-0.930201, 0.593382, -4.576524)
H (-2.066185, -0.631016, -4.034109)
H (0.739294, -0.230200, -2.895257)
H (-1.996041, 0.459713, -1.749439)
H (-0.801185, 1.622180, -2.369227)
H (-0.429565, 0.657273, -0.931404)
H (-0.070697, -1.722788, -1.072800)
H (-1.553038, -2.034324, -1.999670)
H (0.025633, -2.567825, -2.623042)
H (1.610892, -1.912263, -5.041464)
H (3.484926, -1.027850, -6.488549)
H (3.489754, -0.230558, -4.892177)
H (3.517999, 0.746353, -6.376726)
C (-1.223380, 1.933139, 10.462910)
O (-0.658298, 1.467509, 9.232877)
C (-1.073667, 2.232485, 8.097392)
C (-0.636054, 1.495975, 6.867498)
C (-0.127567, 2.148010, 5.762651)
C (0.322879, 1.490404, 4.526569)
C (0.618806, 2.294762, 3.418212)
C (1.038411, 1.723378, 2.214544)
C (1.176217, 0.342023, 2.108835)
O (1.584919, -0.221911, 0.934491)
C (0.907042, -0.493417, 3.201678)
O (1.089568, -1.848221, 3.001310)
C (1.054299, -2.714662, 4.144675)
C (0.474253, 0.095176, 4.408234)
H (-2.312954, 1.828354, 10.452677)
H (-0.829161, 1.345653, 11.297213)
H (-0.970537, 2.984927, 10.631156)
H (-2.163781, 2.336287, 8.086147)
H (-0.633757, 3.235027, 8.127295)
H (-0.740404, 0.417613, 6.885963)
H (-0.069401, 3.232017, 5.802055)
H (0.514305, 3.373577, 3.484543)
H (1.258098, 2.344434, 1.352532)
H (1.627196, -1.182854, 1.093329)
H (1.763849, -2.383399, 4.910091)
H (1.327457, -3.730576, 3.843780)
H (0.048436, -2.745277, 4.575010)
H (0.260449, -0.533393, 5.261704)

Cartesian forces, eV/Å:
C -0.190 -0.207 0.616
N 1.024 0.431 -0.402
C -0.691 -0.595 -0.202
O 0.283 0.122 0.344
C 0.112 0.578 0.329
C 0.140 0.138 0.021
C -0.516 -0.210 0.066
C 0.338 0.020 -0.305
C 0.278 0.281 -0.353
N -0.567 -1.049 0.108
C 0.554 0.890 -0.205
C -0.049 -0.011 0.068
O -0.399 0.157 -0.082
H -0.022 -0.064 -0.126
H 0.034 -0.035 0.224
H -0.037 0.104 -0.013
H -0.295 0.098 -0.048
H 0.132 -0.057 -0.177
H -0.007 0.061 -0.056
H -0.066 -0.072 -0.089
H 0.141 0.029 -0.078
H -0.068 0.062 0.042
H -0.126 0.120 0.081
H -0.074 0.042 0.046
H -0.023 -0.086 0.031
H -0.025 -0.105 0.022
H -0.045 -0.272 0.071
H -0.079 -0.023 -0.026
H 0.182 -0.102 0.050
H 0.179 -0.105 0.027
H -0.103 -0.129 0.059
C 0.143 -0.012 -0.507
O -0.307 0.261 0.378
C 0.199 -0.566 0.194
C 1.071 1.616 -1.919
C -0.993 -1.693 2.163
C 0.123 0.138 -0.494
C 0.070 -0.540 -0.156
C -0.111 -0.261 0.309
C 0.039 -0.045 -0.127
O -0.020 -0.310 0.119
C -0.452 0.547 1.363
O 0.097 0.107 0.112
C -0.094 0.277 0.052
C 0.273 -0.184 -0.763
H -0.029 0.034 -0.031
H 0.075 -0.021 -0.355
H -0.015 0.023 0.009
H -0.147 0.003 0.180
H -0.031 0.039 0.011
H -0.042 0.028 0.038
H 0.099 -0.044 -0.088
H 0.004 -0.128 0.040
H 0.006 -0.132 0.052
H 0.031 0.354 -0.143
H -0.072 0.071 -0.103
H -0.041 0.383 -0.299
H 0.069 0.054 -0.044
H 0.041 -0.011 -0.032

## Properties
- Multiplicity: 1
- Structure (SMILES): CNC(=O)[C@H](CC(C)C)NC(C)=O.COC/C=C/c1ccc(O)c(OC)c1
- Kohn-Sham gap: 0.309 hartree
- DFT total energy: -34476.59127 eV
- E_HOMO: -7.879 eV